[1]
A molecular structure, C19H40N6O4Si4TeV. Source: OMol25; level of theory: the ωB97M-V functional and the def2-TZVPD basis.

Properties
strongest force on any atom = 0.60 eV Å⁻¹
HOMO-LUMO gap (alpha / beta) = 6.043 / 6.411 eV
net charge = +1
multiplicity = 3
E_HOMO (alpha / beta) = -10.018 / -10.212 eV

Last column: Löwdin charge in e.
Cartesian coordinates (Å):
V -2.50398 -0.05123 0.00039  0.581
N -3.14419 -0.35044 4.19779  0.066
C -2.58117 0.33890 3.20605  -0.082
N -2.93263 -0.22052 2.06531  0.006
C -3.72111 -1.26695 2.43895  -0.300
N -3.87726 -1.37825 3.73117  0.167
C -4.26196 -2.11329 1.38301  -0.169
C -5.05795 -3.23104 1.57160  -0.027
N -5.49137 -3.94845 0.54229  0.121
C -5.13361 -3.55616 -0.67088  -0.068
C -4.33486 -2.43813 -0.88266  -0.053
N -3.90193 -1.71858 0.15059  0.025
H -3.07727 -0.18780 5.19021  0.175
H -1.93881 1.19550 3.33242  0.138
H -5.34125 -3.54671 2.56779  0.132
H -5.48499 -4.14252 -1.51011  0.123
H -4.03799 -2.11516 -1.86962  0.115
N -0.91325 1.39256 -4.66222  0.041
C -1.35178 1.37693 -3.27776  -0.137
C -2.28379 0.20609 -3.08101  -0.460
O -2.35306 -0.61941 -4.07072  0.177
O -2.95924 0.01678 -2.05033  -0.065
H -1.33204 2.15142 -5.18389  0.108
H -1.75480 -0.20526 -4.76250  0.127
H 0.09009 1.45993 -4.75370  0.081
H -1.84166 2.28458 -2.92291  0.121
H -0.51108 1.21161 -2.59788  0.110
C -4.24339 3.27925 0.23146  0.019
C -2.88757 2.91221 -0.31775  -0.612
O -2.29751 3.56127 -1.14586  0.077
O -2.39082 1.78744 0.19708  -0.234
H -4.52499 4.28009 -0.08091  0.090
H -4.24417 3.20404 1.31761  0.084
H -4.98049 2.56964 -0.15193  0.090
C 3.15200 -2.61295 -1.99312  -0.212
Si 2.87982 -0.76655 -1.83071  0.324
C 4.51482 0.15187 -1.90793  -0.204
C 1.80305 -0.17086 -3.25405  -0.225
Si 1.83447 -0.30657 0.21997  0.109
Te -0.39553 -1.52584 0.27576  0.597
Si 1.67150 1.97660 0.71020  0.342
C 1.15668 2.97615 -0.79015  -0.195
C 3.39532 2.48228 1.26041  -0.208
C 0.45831 2.27792 2.11482  -0.205
Si 2.98536 -1.44004 1.93658  0.310
C 2.61932 -3.27694 1.86078  -0.226
C 4.82874 -1.15958 1.71577  -0.209
C 2.43004 -0.78250 3.60636  -0.217
H 3.55241 -2.84763 -2.98304  0.037
H 2.21894 -3.16685 -1.86733  0.029
H 3.86570 -2.97711 -1.25132  0.022
H 5.04845 -0.09594 -2.82918  0.039
H 5.16132 -0.10850 -1.06762  0.017
H 4.36190 1.23371 -1.89179  0.026
H 2.23275 -0.46346 -4.21547  0.045
H 1.73782 0.92261 -3.22916  0.011
H 0.79562 -0.59084 -3.19074  0.016
H 1.70820 2.66974 -1.68262  0.016
H 1.37056 4.03476 -0.61949  0.045
H 0.08453 2.88685 -0.97815  0.000
H 4.14227 2.27296 0.49087  0.024
H 3.69375 1.96004 2.17182  0.018
H 3.42139 3.55598 1.46557  0.039
H -0.54507 2.00638 1.77755  -0.016
H 0.45161 3.33785 2.38237  0.045
H 0.72135 1.69519 3.00121  0.020
H 2.89286 -3.70969 0.89719  0.019
H 1.56207 -3.48424 2.03704  0.004
H 3.19660 -3.79095 2.63454  0.038
H 5.18665 -1.62950 0.79650  0.021
H 5.37379 -1.61084 2.54915  0.038
H 5.08790 -0.09960 1.67912  0.021
H 1.34504 -0.86875 3.71174  0.020
H 2.70740 0.26531 3.74356  0.018
H 2.89217 -1.35880 4.41192  0.037

[2]
9 unconnected molecules or ions with the total composition C5H24NO10 at a distorted geometry. Source: OMol25; level of theory: the ωB97M-V functional and the def2-TZVPD basis.

Properties
strongest force on any atom = 2.00 eV Å⁻¹
HOMO-LUMO gap = 8.243 eV
net charge = -1
E_HOMO = -5.207 eV

Last column: Löwdin charge in e.
Cartesian coordinates (Å):
O 0.21283 0.00967 1.69246  -0.044
C -0.92087 0.10228 1.14533  -0.613
O -1.35196 -0.78997 0.35992  -0.080
C -1.88003 1.27928 1.36165  -0.114
C -2.14941 1.96262 0.00781  -0.203
C -0.98384 2.12015 -0.94673  -0.109
C -0.93394 1.23510 -1.96710  -0.225
N -0.10924 1.16446 -3.08664  0.058
H -2.81843 0.92886 1.82561  0.117
H -1.49193 2.04181 2.03068  0.087
H -2.86606 1.32422 -0.52708  0.085
H -2.67986 2.88800 0.25281  0.102
H -0.04484 2.62369 -0.75325  0.089
H -1.71399 0.48043 -1.92773  0.087
H -0.35849 0.35629 -3.63822  0.068
H 0.86360 1.33431 -2.89351  0.076
H -2.57238 -1.39791 -0.58995  0.012
H -3.72906 -0.79507 -0.83025  0.032
O -3.30915 -1.55516 -1.26230  -0.118
H -2.36738 -1.96142 -2.93001  0.022
H -1.02457 -2.35142 -2.39314  -0.007
O -1.49644 -2.33657 -3.22273  -0.086
H 0.54037 2.09940 2.29433  0.010
H 1.65720 2.47647 1.38842  -0.021
O 0.86433 2.84668 1.77112  -0.067
H 2.56073 -1.33872 0.19466  -0.009
H 2.00849 -1.78416 -1.04632  0.034
O 2.84826 -1.35255 -0.73979  -0.088
H 1.04179 -2.46780 0.40814  -0.010
H -0.40716 -2.43055 -0.16376  0.024
O 0.48314 -2.79148 -0.28890  -0.053
H 3.33370 1.18838 -0.52350  0.051
H 2.22363 0.81540 0.27642  0.025
O 2.94991 1.45336 0.30930  -0.063
H 2.82445 -0.67869 2.56372  0.028
H 3.45732 0.41582 1.84500  0.026
O 3.53164 -0.55150 1.90500  -0.074
H 0.61408 -1.91358 2.32535  0.000
H 2.04060 -2.39736 2.71261  0.019
O 1.15295 -2.25281 3.06055  -0.067

[3]
A molecular structure, C22H15Br2MnN5S4Sb at a distorted geometry. Source: OMol25; level of theory: the ωB97M-V functional and the def2-TZVPD basis.

Properties
strongest force on any atom = 2.19 eV Å⁻¹
HOMO-LUMO gap (alpha / beta) = 5.632 / 5.482 eV
net charge = 0
multiplicity = 5
E_HOMO (alpha / beta) = -7.439 / -7.539 eV

Last column: Löwdin charge in e.
Cartesian coordinates (Å):
Mn -0.56871 2.39008 0.04566  0.132
Br 5.99829 3.40128 -0.16434  0.800
C 4.13589 3.05908 -0.23584  -0.643
C 3.67149 1.73668 -0.24734  -0.070
C 2.31719 1.53238 -0.29534  -0.083
N 1.40159 2.51288 -0.33264  0.014
C 1.85979 3.80738 -0.32684  -0.166
C 3.23039 4.09178 -0.28244  -0.033
C 0.83069 4.81658 -0.32454  -0.184
C 1.08559 6.19348 -0.28544  -0.038
C 0.03399 7.07848 -0.22534  -0.644
Br 0.34899 8.94528 -0.17484  0.792
C -1.27541 6.58848 -0.21174  -0.052
C -1.45191 5.22868 -0.25624  -0.122
N -0.45171 4.33598 -0.31364  -0.042
H 4.35019 0.90178 -0.22084  0.112
H 1.93659 0.51818 -0.31024  0.115
H 3.57499 5.11118 -0.27244  0.107
H 2.09779 6.55928 -0.28404  0.103
H -2.12611 7.24498 -0.15974  0.118
H -2.45861 4.82548 -0.25044  0.052
S -4.05371 4.53518 2.79066  -0.214
Sb -3.17641 2.50508 2.28146  0.012
S -2.73111 2.30938 -0.19744  0.132
S -0.66121 2.65198 2.22606  0.054
S -3.70531 0.44728 3.09246  -0.202
N -0.78341 -4.69872 0.77116  0.172
C -0.69551 -5.98962 0.34246  -0.190
C -0.81561 -7.20362 1.00196  -0.022
C -0.66971 -8.34232 0.24096  -0.090
C -0.41171 -8.27412 -1.13414  -0.094
C -0.28291 -7.07342 -1.79624  -0.012
C -0.42401 -5.90232 -1.04824  -0.225
N -0.35671 -4.59102 -1.41564  0.183
C -0.58341 -3.89422 -0.32634  -0.272
C -0.61361 -2.45312 -0.24794  -0.111
C -0.39781 -1.64992 -1.37704  0.018
C -0.38881 -0.27752 -1.25084  -0.124
N -0.56091 0.36118 -0.07954  -0.117
C -0.79571 -0.40532 0.99416  -0.147
C -0.83671 -1.78052 0.95826  0.029
H -0.99531 -4.40502 1.70896  0.156
H -1.01351 -7.25172 2.06056  0.109
H -0.75601 -9.31102 0.70996  0.102
H -0.31071 -9.19762 -1.68544  0.100
H -0.08141 -7.03132 -2.85524  0.110
H -0.22801 -2.11492 -2.33394  0.116
H -0.23281 0.35028 -2.12494  0.123
H -0.94871 0.10468 1.93936  0.024
H -1.03021 -2.29692 1.88316  0.114

[4]
A molecular structure, C56H55BaN21O6S2 at a distorted geometry. Source: OMol25; level of theory: the ωB97M-V functional and the def2-TZVPD basis.

Properties
strongest force on any atom = 6.73 eV Å⁻¹
HOMO-LUMO gap = 5.139 eV
net charge = -2
E_HOMO = -1.657 eV

Last column: Löwdin charge in e.
Cartesian coordinates (Å):
Ba 0.87539 0.22689 -0.87013  1.804
N -1.72992 -2.26194 -7.98024  0.094
C -1.03588 -2.23160 -6.77321  -0.327
C -0.33536 -1.09088 -6.39099  -0.035
C 0.28705 -1.03178 -5.15751  -0.059
C 0.22282 -2.11417 -4.28913  -0.258
C -0.44108 -3.27252 -4.67780  -0.061
C -1.07092 -3.32575 -5.90588  -0.041
S 1.09400 -1.98832 -2.73991  0.533
O 2.02732 -3.09209 -2.68389  -0.294
O 1.70545 -0.66581 -2.79495  -0.614
N 0.12393 -1.98095 -1.48251  -0.350
C -0.29764 -3.15914 -0.94663  -0.468
N -0.54830 -4.23321 -1.72363  0.122
C -0.93684 -5.34498 -1.11899  -0.143
C -1.10638 -5.44818 0.25048  -0.066
C -0.85175 -4.28536 0.96234  -0.140
N -0.46292 -3.16387 0.38787  0.131
H -1.44659 -1.57961 -8.66302  0.082
H -1.89986 -3.17468 -8.36667  0.078
H -0.29458 -0.23823 -7.05917  0.110
H 0.83250 -0.14740 -4.85553  0.110
H -0.46003 -4.11187 -3.99969  0.086
H -1.59850 -4.22642 -6.20152  0.103
H -1.12614 -6.19181 -1.77463  0.103
H -1.41454 -6.36645 0.72778  0.089
H -0.95698 -4.24987 2.04418  0.110
S -0.15215 3.19260 -0.74544  0.483
C -1.83281 3.18423 -0.41385  -0.874
N -2.47574 4.30894 -0.25561  0.024
N -3.86679 4.28243 -0.09581  -0.027
C -4.80485 3.69532 -0.89432  -0.285
C -6.15065 3.72753 -0.48069  -0.063
C -7.15156 3.21352 -1.28406  -0.133
C -6.85890 2.65648 -2.52448  -0.152
C -5.53187 2.62781 -2.94214  -0.119
C -4.51608 3.13470 -2.15232  -0.044
N -2.64398 2.03977 -0.16931  0.037
N -2.14802 1.01044 0.29322  0.052
C -3.14185 0.11665 0.79168  -0.266
C -2.71935 -1.14784 1.17180  -0.070
C -3.61529 -2.04945 1.72573  -0.101
C -4.94278 -1.68801 1.90842  -0.100
C -5.36611 -0.41630 1.53605  -0.076
C -4.47331 0.48623 0.98569  -0.011
H -4.17606 4.60166 0.81099  0.022
H -6.38407 4.14188 0.49445  0.078
H -8.17840 3.24293 -0.93615  0.086
H -7.64498 2.24634 -3.14655  0.074
H -5.28034 2.19127 -3.90279  0.085
H -3.49100 3.09477 -2.49263  0.087
H -1.68416 -1.41627 1.01497  0.064
H -3.27316 -3.03159 2.03273  0.087
H -5.64132 -2.37960 2.36359  0.092
H -6.39515 -0.11978 1.69605  0.102
H -4.78637 1.48414 0.70813  0.098
N 2.56304 -1.60018 0.03676  -0.114
C 3.86571 -1.03140 -0.29803  -0.184
C 3.96688 0.42864 0.18772  -0.677
O 5.10532 0.85107 0.45874  -0.032
O 2.87442 1.06662 0.24444  -0.286
H 2.50051 -1.87333 1.01421  0.050
H 2.37446 -2.41252 -0.53986  0.037
H 3.96162 -0.99262 -1.38756  0.100
H 4.71805 -1.59529 0.09060  0.110
N -3.95906 -2.12965 -3.23048  0.021
C -3.39947 -1.79153 -2.05260  -0.146
N -2.67488 -0.71577 -2.20247  0.171
C -2.82346 -0.41926 -3.52252  -0.313
N -3.59701 -1.25747 -4.18689  0.123
C -2.16588 0.73255 -4.15268  -0.231
C -2.52618 1.15800 -5.42837  -0.111
N -1.90055 2.15942 -6.03417  0.072
C -0.93070 2.75330 -5.33980  -0.113
C -0.59739 2.36678 -4.04758  -0.121
N -1.21099 1.34466 -3.46031  0.144
H -4.55223 -2.90536 -3.46229  0.142
H -3.55302 -2.32931 -1.12896  0.118
H -3.32707 0.66329 -5.96551  0.108
H -0.40863 3.56413 -5.83365  0.100
H 0.17260 2.86268 -3.46751  0.044
C 6.40649 3.51872 -0.60301  -0.016
N 5.43959 2.80361 -1.39097  -0.080
N 4.19171 3.31071 -1.71120  0.080
C 3.58379 2.44356 -2.63388  -0.441
O 2.44481 2.60033 -3.06305  -0.013
C 4.57320 1.44006 -2.90659  0.041
C 5.65644 1.69570 -2.11662  -0.300
C 6.94498 0.96367 -1.99437  -0.018
C 3.50714 4.18114 -0.82248  -0.206
C 2.70979 5.18179 -1.35492  -0.040
C 2.02828 6.03846 -0.50319  -0.109
C 2.15485 5.90942 0.86894  -0.101
C 2.94520 4.89380 1.39428  -0.073
C 3.61575 4.02094 0.55548  -0.032
H 6.00822 4.49745 -0.35427  0.089
H 7.33647 3.64446 -1.16368  0.085
H 6.60912 2.98069 0.32606  0.090
H 4.41339 0.58483 -3.54043  0.112
H 6.86862 0.00253 -2.49810  0.083
H 7.17383 0.78988 -0.94219  0.077
H 7.76588 1.52749 -2.44549  0.076
H 2.58135 5.25345 -2.42580  0.114
H 1.36712 6.78560 -0.92119  0.101
H 1.60660 6.56829 1.53012  0.097
H 3.00595 4.74899 2.46561  0.101
H 4.15849 3.17142 0.95076  0.101
C 3.48301 -5.10985 7.74845  -0.076
C 2.65652 -3.89442 8.15916  -0.208
N 2.23852 -3.08505 7.02231  -0.059
C 2.90783 -1.80676 6.80455  -0.200
C 4.28215 -1.93365 6.15572  -0.068
C 1.18556 -3.54422 6.28587  -0.424
O 0.59544 -4.57149 6.58995  0.057
C 0.81372 -2.71945 5.09299  -0.154
C -0.29670 -1.88428 5.09573  0.001
C -0.52150 -1.06487 4.00538  -0.035
C 0.37652 -1.10098 2.94475  -0.123
N 1.40200 -1.95068 2.90420  0.078
C 1.60254 -2.74302 3.95094  -0.106
H 3.74884 -5.70209 8.62627  0.069
H 4.39909 -4.80755 7.23962  0.062
H 2.89830 -5.73401 7.07424  0.071
H 3.23045 -3.25408 8.83060  0.113
H 1.76107 -4.23489 8.68093  0.116
H 3.00893 -1.31657 7.77653  0.116
H 2.27062 -1.17609 6.18953  0.118
H 4.98166 -2.46435 6.80430  0.063
H 4.68601 -0.94092 5.95311  0.078
H 4.20829 -2.46428 5.20723  0.066
H -0.96217 -1.86012 5.95047  0.126
H -1.36361 -0.39106 3.96539  0.083
H 0.26026 -0.40863 2.11260  0.082
H 2.43447 -3.43821 3.87470  0.118
N -1.23938 1.89029 3.00567  0.167
C -2.33170 2.17946 3.25684  -0.243
C -3.66182 2.52438 3.57106  -0.293
C -4.34575 1.75483 4.53448  -0.285
N -4.90482 1.12681 5.33170  0.085
C -4.32857 3.56750 2.90377  -0.201
N -4.87611 4.42306 2.34554  0.126

[5]
2 unconnected molecules or ions with the total composition C4H10O2. Source: OMol25; level of theory: the ωB97M-V functional and the def2-TZVPD basis.

Properties
SMILES = C=C(CO)CO.[H][H]
strongest force on any atom = 0.43 eV Å⁻¹
HOMO-LUMO gap = 10.127 eV
net charge = 0
E_HOMO = -9.562 eV

Last column: Löwdin charge in e.
Cartesian coordinates (Å):
C 1.14554 0.92622 -1.09086  0.031
C 0.40091 0.44327 -0.09967  -0.325
C -1.01410 0.93201 0.09687  -0.205
O -1.85352 -0.12034 0.57067  -0.080
C 0.95904 -0.50897 0.94088  -0.236
O 0.23237 -1.70565 1.10926  -0.094
H 0.07948 -1.47521 -1.90890  0.060
H 0.74485 1.61840 -1.82958  0.069
H 2.18172 0.62451 -1.22516  0.070
H -0.19198 -1.86970 -1.33922  0.057
H -1.40791 1.33096 -0.84698  0.121
H -1.00297 1.75158 0.83026  0.130
H -2.58513 0.26929 1.06055  0.102
H 1.96955 -0.80565 0.64726  0.119
H 1.04148 0.03643 1.89721  0.125
H -0.69933 -1.44716 1.18742  0.057

[6]
C5H6BrNO in the gas phase at a distorted geometry. Source: OMol25; level of theory: the ωB97M-V functional and the def2-TZVPD basis.

Properties
strongest force on any atom = 6.36 eV Å⁻¹
HOMO-LUMO gap (alpha / beta) = 6.245 / 6.496 eV
net charge = 0
multiplicity = 3
E_HOMO (alpha / beta) = -5.540 / -8.732 eV

Last column: Löwdin charge in e.
Cartesian coordinates (Å):
C 2.13058 1.04280 -0.50802  -0.202
C 3.02112 0.04730 -0.22368  -0.636
C 1.59901 -1.47886 0.07965  -0.327
C 0.70684 0.71961 -0.40590  -0.149
C -0.75503 -1.22204 0.16676  -0.032
N 0.57340 -0.73260 -0.06940  -0.148
O 1.79395 -2.64212 0.33608  0.085
Br 4.83283 -0.05086 0.04242  0.735
H 2.42820 1.91025 -1.10835  0.103
H -0.06500 1.13224 0.30765  0.126
H 0.11527 0.83496 -1.36167  0.139
H -1.41800 -1.12621 -0.65961  0.078
H -0.64366 -2.31507 0.58072  0.140
H -1.21454 -0.61213 0.95539  0.089